## i
Formula: C10H34O7
Source: OMol25
Level of theory: wB97M-V/def2-TZVPD

ORCA input file:
```
! RIJCOSX wB97M-V def2-TZVPD def2/J DEFGRID3
* xyz 0 1
C 0.11073 3.00535 1.96009
C 1.03710 1.80260 2.02914
O 1.55340 1.55674 0.71808
H -0.70628 2.97821 2.68800
H -0.45524 3.03559 1.02396
H 0.56458 3.99213 2.05685
H 0.43904 0.97515 2.41681
H 1.84895 1.98157 2.73279
H 2.35396 1.02816 0.83604
C 0.07048 3.02045 -1.95892
C 0.88577 4.18423 -1.41390
O 1.47879 4.94522 -2.46094
H 0.63556 2.32723 -2.58941
H -0.78737 3.38394 -2.52496
H -0.33468 2.39926 -1.15517
H 1.66602 3.86523 -0.72096
H 0.15533 4.75220 -0.83157
H 2.33163 4.54623 -2.64315
C 2.03138 -2.89121 1.76545
C 1.99411 -1.86849 2.88830
O 3.20326 -1.14090 3.05822
H 2.25422 -2.39860 0.81597
H 1.08224 -3.40115 1.60256
H 2.83206 -3.62189 1.91688
H 1.72453 -2.27917 3.86272
H 1.22024 -1.17825 2.53563
H 3.70980 -1.51031 3.78188
C -3.44855 1.76006 0.29697
C -2.83626 0.39119 0.18562
O -3.20347 -0.18381 -1.04165
H -3.14014 2.33570 -0.58163
H -3.11669 2.27785 1.19856
H -4.53970 1.80674 0.25322
H -3.06311 -0.29072 1.01738
H -1.74965 0.56900 0.27331
H -2.67027 -0.96772 -1.22994
C -2.05845 -5.17703 -1.19527
C -1.05950 -4.03329 -1.24237
O -1.49788 -2.98532 -0.40853
H -2.26132 -5.47424 -0.16120
H -1.54052 -6.08821 -1.52456
H -2.96175 -5.04743 -1.77935
H -1.03893 -3.68342 -2.28231
H -0.05963 -4.40848 -1.01550
H -0.78391 -2.31581 -0.31700
O 0.26764 -0.89886 -0.58379
H 0.38459 -0.02194 -0.18771
H 0.73577 -0.85235 -1.43068
O 2.06555 -0.32230 -3.30863
H 2.39982 -0.48045 -4.19846
H 2.27674 0.60130 -3.12691
*
```

Structure (SMILES): CCO.CCO.CCO.CCO.CCO.O.O
Highest occupied orbital energy: -9.70 eV

Mulliken analysis output, partial charges in e: C -1.037; C 0.002; O -0.471; H 0.385; H -0.003; H 0.338; H 0.084; H 0.471; H 0.254; C -0.312; C -0.220; O -0.543; H 0.043; H 0.325; H -0.043; H 0.151; H 0.257; H 0.320; C -0.849; C 0.069; O -0.546; H 0.187; H 0.228; H 0.343; H 0.389; H -0.114; H 0.312; C -1.224; C 0.609; O -0.561; H 0.252; H 0.280; H 0.363; H 0.311; H -0.336; H 0.313; C -1.276; C -0.028; O -0.475; H 0.314; H 0.378; H 0.303; H 0.237; H 0.264; H 0.303; O -0.363; H 0.149; H 0.178; O -0.600; H 0.284; H 0.307



## ii
Formula: C10H34O7
Source: OMol25
Level of theory: wB97M-V/def2-TZVPD

ORCA input file:
```
! RIJCOSX wB97M-V def2-TZVPD def2/J DEFGRID3
* xyz 0 1
C -3.13858 3.96629 7.74342
O -1.88949 3.60439 7.21816
H -3.83930 4.38257 7.01968
H -3.61181 3.00758 7.95560
H -2.94371 4.53517 8.65254
H -1.54362 2.94449 7.82355
C 4.08394 6.15953 4.99122
O 5.26615 5.74735 4.30277
H 4.32210 6.59942 5.95966
H 3.47374 6.91175 4.49130
H 3.43467 5.33214 5.27753
H 5.81090 6.52099 4.14052
C -0.24270 2.04319 0.98327
O -0.99062 2.23146 -0.25216
H -0.84586 1.68720 1.81848
H 0.52355 1.30054 0.76097
H 0.02148 3.05909 1.27696
H -0.40093 2.71867 -0.83224
C 7.36223 0.97244 0.80531
O 6.35598 1.09917 1.69737
H 7.29227 0.01753 0.28440
H 7.32847 1.70168 -0.00411
H 8.28244 1.01660 1.38786
H 6.43565 1.97615 2.07967
C -4.66651 -0.85003 -4.69222
C -5.95954 -0.78449 -3.87330
C -6.49196 -2.17202 -3.53680
O -5.84544 -0.19829 -2.67952
H -4.85384 -1.35957 -5.63740
H -3.82638 -1.32353 -4.18421
H -4.41315 0.19709 -4.85794
H -6.72207 -0.19357 -4.38071
H -6.42946 -2.93561 -4.31212
H -7.53699 -2.19860 -3.22808
H -5.87146 -2.58500 -2.74149
H -4.89881 -0.07678 -2.57595
C 0.68186 -5.98417 -0.82151
C 1.19606 -6.95829 -1.89822
C 1.33492 -6.46806 -3.33110
O 2.45707 -7.26082 -1.41617
H -0.38473 -5.80249 -0.95364
H 0.94483 -4.95791 -1.07792
H 0.92834 -6.28264 0.19745
H 0.77458 -7.95111 -1.74083
H 2.34740 -6.22111 -3.65048
H 0.74596 -5.58771 -3.58841
H 0.86310 -7.27956 -3.88513
H 2.38198 -7.96482 -0.76783
O 0.74472 4.39225 -4.99610
H 0.48525 5.20919 -5.42214
H 1.46748 4.06223 -5.52988
*
```

Structure (SMILES): CC(C)O.CC(C)O.CO.CO.CO.CO.O
Highest occupied orbital energy: -9.73 eV

Mulliken analysis output, partial charges in e: C -0.506; O -0.492; H 0.233; H 0.230; H 0.223; H 0.311; C -0.533; O -0.490; H 0.252; H 0.254; H 0.227; H 0.291; C -0.476; O -0.510; H 0.214; H 0.220; H 0.237; H 0.314; C -0.503; O -0.485; H 0.205; H 0.233; H 0.236; H 0.313; C -1.374; C 0.509; C -1.241; O -0.510; H 0.368; H 0.384; H 0.385; H 0.193; H 0.357; H 0.310; H 0.292; H 0.327; C -1.271; C 0.474; C -1.143; O -0.580; H 0.356; H 0.329; H 0.311; H 0.301; H 0.317; H 0.340; H 0.267; H 0.300; O -0.637; H 0.319; H 0.319



Which of them is most stable, and which least? Most stable: i; least stable: ii.



## i
Formula: C7H11N
Source: OMol25
Level of theory: wB97M-V/def2-TZVPD

ORCA input file:
```
! RIJCOSX wB97M-V def2-TZVPD def2/J DEFGRID3
* xyz 0 1
C 0.13297 1.20896 1.54540
C -0.93381 0.82313 0.78738
C -0.03002 -0.27007 -0.44924
C 1.32053 -0.03083 0.01847
C -2.36846 1.00872 0.63406
C -0.57086 -0.62592 -1.77331
C 2.27305 -1.26009 0.11613
N 1.35538 0.82348 1.25523
H 0.02755 1.68553 2.52363
H 1.84831 0.74949 -0.58968
H -2.69546 0.89713 -0.33731
H -2.88511 1.75597 1.16690
H -2.85467 0.07910 1.00058
H 0.04084 -0.13571 -2.61476
H -1.59839 -0.43205 -1.97066
H -0.49039 -1.68186 -1.86780
H 2.70702 -1.49676 -0.86844
H 1.66064 -2.04841 0.50911
H 3.06086 -1.04982 0.91432
*
```

Structure (SMILES): CC1=C(C)[C@H](C)N=C1
Highest occupied orbital energy (alpha / beta): -7.74 / -7.76 eV

Mulliken analysis output, partial charges in e: C -0.508; C 0.757; C -0.221; C 0.865; C -1.393; C -1.091; C -1.277; N -0.632; H 0.382; H 0.198; H 0.301; H 0.393; H 0.301; H 0.237; H 0.360; H 0.331; H 0.295; H 0.358; H 0.344



## ii
Formula: C7H11N
Source: OMol25
Level of theory: wB97M-V/def2-TZVPD

ORCA input file:
```
! RIJCOSX wB97M-V def2-TZVPD def2/J DEFGRID3
* xyz 0 1
C 0.68321 1.26691 1.06750
C 0.44052 0.67072 -0.30552
C 1.78918 -0.05024 -0.65043
C -0.07206 -0.95002 -0.04805
C -1.58311 -0.89109 0.41675
C -1.98067 0.18553 -0.17426
C -0.99267 0.97315 -0.78458
H 1.73359 2.04397 0.90232
H 1.04436 0.21396 1.51009
H -0.24029 1.95669 1.55140
H 2.80164 0.43074 -0.38008
H 2.12545 -0.07781 -1.78647
H 1.67684 -1.27460 1.02840
H -0.26888 -1.26190 -1.19040
H -1.88688 -1.06779 1.52446
H -1.99733 -1.98863 0.08472
H -3.10395 0.39271 -0.21321
H -1.27757 2.05899 -1.22552
N 1.38380 -1.23658 0.15227
*
```

Structure (SMILES): C[C@]12C=CC[C@@H]1NC2
Highest occupied orbital energy: -8.15 eV

Mulliken analysis output, partial charges in e: C -0.849; C 0.833; C -0.440; C -0.160; C -0.927; C 0.139; C -0.877; H 0.215; H 0.133; H 0.286; H 0.317; H 0.211; H 0.321; H 0.255; H 0.299; H 0.252; H 0.297; H 0.197; N -0.501



Which of them is most stable, and which least? Most stable: i; least stable: ii.



## i
Formula: C7H11N
Source: OMol25
Level of theory: wB97M-V/def2-TZVPD

ORCA input file:
```
! RIJCOSX wB97M-V def2-TZVPD def2/J DEFGRID3
* xyz 0 1
C 0.78902 -3.61696 -1.49656
C 0.34809 -2.79815 -0.49617
N 0.97732 -1.57196 -0.39787
C 0.65553 -0.61856 0.68917
C -1.32978 3.86355 0.80541
C -0.99057 2.79576 0.11067
C -0.78194 1.40618 0.47345
C 0.32932 0.72935 0.16515
H 1.79541 -3.42389 -1.79496
H 0.20330 -4.38226 -1.96151
H -0.45967 -2.99416 0.19977
H 1.82260 -1.45025 -0.92580
H -0.12469 -1.05802 1.32169
H 1.59547 -0.58371 1.27139
H -1.26373 3.83059 1.89075
H -1.75072 4.80181 0.50280
H -1.20733 2.76563 -0.98467
H -1.71868 0.87194 0.69952
H 1.11106 1.43311 -0.07224
*
```

Structure (SMILES): C=C/C=C/CNC=C
Highest occupied orbital energy: -7.43 eV

Mulliken analysis output, partial charges in e: C -0.864; C 0.107; N -0.227; C -0.571; C -0.632; C -0.255; C -0.312; C -0.154; H 0.216; H 0.256; H 0.257; H 0.191; H 0.409; H 0.247; H 0.230; H 0.283; H 0.220; H 0.290; H 0.308



## ii
Formula: C7H11N
Source: OMol25
Level of theory: wB97M-V/def2-TZVPD

ORCA input file:
```
! RIJCOSX wB97M-V def2-TZVPD def2/J DEFGRID3
* xyz 0 1
C 0.78430 1.49496 -0.15712
C -2.36996 -1.03299 -0.05811
C 2.06170 0.81982 0.28041
C -0.72226 0.94000 0.13029
C -0.96068 -0.50448 -0.02644
C 0.92058 -2.28300 -0.14396
N -1.68162 1.79783 0.08573
C 0.09295 -1.27599 -0.18444
H -1.34380 2.76337 0.12122
H 0.75251 2.44478 0.39388
H 0.87000 1.80753 -1.20445
H -2.48629 -1.75232 -0.87541
H -3.11789 -0.24943 -0.19997
H -2.59534 -1.55447 0.87844
H 1.96076 0.40790 1.28842
H 2.87963 1.54824 0.31528
H 2.40374 0.06641 -0.43323
H 0.56637 -3.28148 0.08808
H 1.98530 -2.15668 -0.29861
*
```

Structure (SMILES): [H]/N=C(\CC)C(C)=C=C
Highest occupied orbital energy (alpha / beta): -7.80 / -7.87 eV

Mulliken analysis output, partial charges in e: C -0.373; C -1.273; C -1.271; C 0.518; C 0.796; C -1.042; N -0.747; C 0.159; H 0.223; H 0.305; H 0.271; H 0.356; H 0.348; H 0.264; H 0.348; H 0.402; H 0.203; H 0.280; H 0.233



## iii
Formula: C7H11N
Source: OMol25
Level of theory: wB97M-V/def2-TZVPD

ORCA input file:
```
! RIJCOSX wB97M-V def2-TZVPD def2/J DEFGRID3
* xyz 0 1
C 0.83428 -1.56983 -1.69277
C 0.05629 -0.23473 -1.58603
C -0.40682 0.14104 0.03651
C 1.09274 0.07560 0.53651
C -0.28481 1.72808 0.25672
C -1.26723 -0.58798 0.86752
C -1.91889 -1.26487 1.51089
H 1.65914 -1.56136 -0.75199
H 1.51301 -1.71774 -2.73532
H -0.18340 -2.15540 -1.70888
H -0.69024 -0.37832 -2.65969
H 0.65825 0.50786 -1.97945
H 1.75284 0.06563 -0.38871
H 1.33629 -0.48181 1.40840
H 1.73455 2.41537 0.39680
H -1.14140 2.03307 0.56793
H -0.00499 2.09942 -0.74412
H -2.37724 -2.04467 2.27849
N 1.01569 1.64201 0.96291
*
```

Structure (SMILES): C#CC1(CC)CNC1
Highest occupied orbital energy: -8.81 eV

Mulliken analysis output, partial charges in e: C -0.819; C -1.101; C 1.870; C -0.862; C -0.949; C -2.046; C 0.774; H 0.295; H 0.238; H 0.305; H 0.266; H 0.444; H 0.428; H 0.338; H 0.285; H 0.530; H 0.279; H 0.375; N -0.649



## iv
Formula: C7H11N
Source: OMol25
Level of theory: wB97M-V/def2-TZVPD

ORCA input file:
```
! RIJCOSX wB97M-V def2-TZVPD def2/J DEFGRID3
* xyz 0 1
C 0.86245 1.30700 1.79704
C 0.34995 0.18833 -0.12929
C 0.39061 -0.32801 -1.44614
C -1.14747 -0.68062 -1.22057
C -1.07964 0.75983 -0.53584
C -1.10503 -1.57502 -0.04038
C -0.10858 -1.04706 0.67664
H -0.31172 1.65569 1.83988
H 1.69705 2.12395 2.09137
H 0.92405 0.46554 2.57345
H 1.42992 1.67953 -0.04517
H 1.29948 -1.12845 -1.35821
H 0.65653 0.40587 -2.23693
H -1.85198 -0.77929 -2.00343
H -1.69105 1.21643 0.23826
H -0.74505 1.47466 -1.27876
H -1.25503 -2.81129 0.34426
H 0.31344 -1.63216 1.53973
N 1.50867 0.79756 0.52668
*
```

Highest occupied orbital energy: -8.81 eV

Mulliken analysis output, partial charges in e: C -0.648; C -0.015; C -0.472; C -0.386; C -0.602; C -0.345; C -0.452; H 0.162; H 0.363; H 0.266; H 0.384; H 0.289; H 0.308; H 0.525; H 0.396; H 0.311; H 0.181; H 0.265; N -0.530



Which of them is most stable, and which least? Most stable: i; least stable: iii.